# 1
Below is a cluster of 2 separate species, C2H2ClF2I in total, with properties calculated with ωB97M-V/def2-TZVPD.

Last column: Mulliken charge in e.
Atoms and positions in Å:
C -0.025 -0.005 -0.432  -0.150
C -3.968 -1.022 0.801  -0.053
F 0.261 -0.760 -1.501  -0.217
F -4.200 -2.113 0.135  -0.055
Cl -1.855 -0.036 -0.211  -0.112
I -5.118 0.390 -0.109  0.110
H 0.396 -0.367 0.414  0.225
H 0.378 0.954 -0.520  0.252

Spin multiplicity ... 1
Total charge ... 0
Energy ... -28160.4891 eV
Orbital gap ... 8.6 eV

***

# 2
Below is a cluster of 2 separate species, C2H2ClF2I in total, with properties calculated with ωB97M-V/def2-TZVPD.

Last column: Mulliken charge in e.
Atoms and positions in Å:
C -1.343 -0.410 -0.227  -0.068
C 2.194 1.021 0.739  -0.065
F -1.603 0.034 -1.460  -0.225
F 2.036 1.644 -0.382  -0.016
Cl -0.494 0.791 0.734  -0.112
I 2.555 -1.040 0.468  0.043
H -2.326 -0.647 0.364  0.188
H -1.018 -1.393 -0.236  0.255

Spin multiplicity ... 1
Total charge ... 0
Energy ... -28160.5800 eV
Orbital gap ... 8.7 eV

***

# 3
Below is an isolated molecule of C2H2ClF2NO2, with properties calculated with ωB97M-V/def2-TZVPD.

Last column: Mulliken charge in e.
Atoms and positions in Å:
C -0.330 0.186 0.285  0.286
C -0.063 -1.337 0.105  0.628
H 0.172 2.268 0.696  0.403
H 1.187 0.845 -1.359  0.347
N 0.153 0.914 -0.796  -0.157
O 0.080 2.386 -0.473  -0.433
O -0.909 0.489 1.282  -0.485
F 0.591 -1.694 -1.035  -0.217
F 0.699 -1.615 1.295  -0.229
Cl -1.580 -2.442 0.001  -0.145

Spin multiplicity ... 1
Total charge ... 0
Energy ... -25645.3446 eV
Orbital gap ... 11.0 eV

***

# 4
Below is a structure of composition C2H2ClF3, with properties calculated with ωB97M-V/def2-TZVPD.

Last column: Mulliken charge in e.
Atoms and positions in Å:
C 0.260 -0.380 0.020  -0.257
C 2.156 0.312 0.082  0.416
F 0.020 -1.565 0.561  -0.222
F 2.045 1.271 -0.842  -0.201
F 2.410 0.890 1.303  -0.204
Cl 3.384 -0.887 -0.336  -0.129
H 0.190 -0.343 -1.053  0.309
H -0.022 0.454 0.635  0.288

Spin multiplicity ... 1
Total charge ... 0
Energy ... -22779.4936 eV
Orbital gap ... 11.0 eV

***

# 5
Below is a cluster of 2 separate species, C2H2ClF3 in total, with properties calculated with ωB97M-V/def2-TZVPD.

Last column: Löwdin spin population.
Atoms and positions in Å:
C 0.060 -0.421 -0.088  0.719
C 2.194 -0.407 0.055  0.622
F -0.338 -1.670 -0.223  0.182
F 2.534 -1.108 1.129  0.114
F 2.489 -1.156 -1.029  0.108
Cl 2.927 1.148 -0.046  0.175
H -0.132 0.218 -0.936  0.040
H -0.156 -0.015 0.899  0.040

Expectation value of S² ... 2.005
Spin multiplicity ... 3
Total charge ... 0
Energy ... -22775.4461 eV
Orbital gap (alpha / beta) ... 7.1 / 10.0 eV

***

# 6
Below is the ion C2H2ClFNO2 with charge -1, with properties calculated with ωB97M-V/def2-TZVPD.

Last column: Mulliken charge in e.
Atoms and positions in Å:
C -0.627 0.804 -1.230  0.537
C 0.639 -0.382 0.715  0.100
N -0.281 -0.400 -0.365  -0.145
O -1.296 0.503 -2.192  -0.707
O -0.126 1.805 -0.853  -0.633
F 1.271 -1.538 1.037  -0.247
Cl -0.136 -0.039 2.418  -0.343
H 1.331 0.539 0.874  0.228
H -0.775 -1.293 -0.405  0.209

Spin multiplicity ... 1
Total charge ... -1
Energy ... -22933.3997 eV
Orbital gap ... 8.8 eV

***

# 7
Below is a structure of composition C2H2ClFO, with properties calculated with ωB97M-V/def2-TZVPD.

Last column: Mulliken charge in e.
Atoms and positions in Å:
C 0.159 -0.529 0.197  0.333
C -0.506 0.560 -0.368  -0.027
H -0.430 -1.120 1.021  0.214
H -0.983 1.314 0.424  0.273
O -0.343 1.018 -1.590  -0.450
F 0.716 -1.436 -0.746  -0.238
Cl 1.387 0.192 1.063  -0.105

Spin multiplicity ... 1
Total charge ... 0
Energy ... -19391.7408 eV
Orbital gap ... 10.5 eV

***

# 8
Below is a cluster of 2 separate species, C2H2ClFO2 in total, with properties calculated with ωB97M-V/def2-TZVPD.

Last column: Mulliken charge in e.
Atoms and positions in Å:
C 2.150 0.558 -0.013  0.365
C 0.172 -0.218 0.081  0.103
O 2.264 1.702 -0.168  -0.370
O -0.623 0.687 -0.194  -0.407
F 0.249 -0.487 1.450  -0.273
Cl 3.339 -0.673 0.156  -0.145
H 0.253 -1.293 -0.247  0.328
H -0.558 1.457 0.434  0.399

Spin multiplicity ... 1
Total charge ... 0
Energy ... -21438.8440 eV
Orbital gap ... 9.4 eV

***

# 9
Below is an isolated molecule of C2H2ClFOS, with properties calculated with ωB97M-V/def2-TZVPD.

Last column: Mulliken charge in e.
Atoms and positions in Å:
C 0.630 0.051 -0.122  0.221
C -0.717 -0.091 0.491  0.042
H 1.519 1.378 -1.175  0.337
H -0.602 -0.530 1.437  0.320
O 0.702 1.163 -0.893  -0.384
F -1.730 0.794 0.560  -0.220
S 1.761 -1.226 0.212  -0.142
Cl -1.563 -1.540 -0.511  -0.175

Spin multiplicity ... 1
Total charge ... 0
Energy ... -30227.4442 eV
Orbital gap ... 8.5 eV

***

# 10
Below is a cluster of 2 separate species, C2H2ClN2O2 in total, with properties calculated with ωB97M-V/def2-TZVPD.

Last column: Mulliken charge in e.
Atoms and positions in Å:
C -1.061 0.077 1.289  0.561
C 0.042 0.784 0.142  -0.169
N 0.446 -1.011 -1.836  -0.287
N 1.169 -0.798 -0.882  -0.120
O -1.778 0.976 1.671  -0.607
O -0.977 -1.119 1.441  -0.622
Cl 1.512 1.378 1.053  -0.260
H -0.230 1.616 -0.474  0.328
H 0.876 -1.903 -2.402  0.176

Spin multiplicity ... 1
Total charge ... -1
Energy ... -21701.8151 eV
Orbital gap (alpha / beta) ... 7.8 / 7.5 eV

***

# 11
Below is a cluster of 2 separate species, C2H2ClN3O in total, with properties calculated with ωB97M-V/def2-TZVPD.

Last column: Mulliken charge in e.
Atoms and positions in Å:
C -0.917 0.704 -0.520  0.619
C 1.089 -0.891 -0.004  0.497
N -1.488 -0.275 -0.979  -0.586
N 0.957 -1.364 1.074  -0.347
N -0.666 1.743 -0.004  -0.309
O 1.035 -0.653 -1.137  -0.455
Cl -0.033 2.547 1.345  0.009
H -1.180 -0.674 -1.782  0.287
H 1.204 -1.137 2.007  0.284

Spin multiplicity ... 1
Total charge ... 0
Energy ... -21143.7266 eV
Orbital gap ... 9.7 eV

***

# 12
Below is an isolated molecule of C2H2ClNO, with properties calculated with ωB97M-V/def2-TZVPD.

Last column: Löwdin spin population.
Atoms and positions in Å:
C 0.187 -0.003 -0.270  0.583
C -1.190 -0.159 0.183  0.086
N 1.206 0.316 0.668  0.779
O -1.968 -0.577 -0.623  0.262
Cl 2.739 0.565 0.130  0.272
H 0.516 -0.343 -1.339  0.021
H -1.489 0.201 1.251  -0.003

Expectation value of S² ... 2.017
Spin multiplicity ... 3
Total charge ... 0
Energy ... -18161.1114 eV
Orbital gap (alpha / beta) ... 8.9 / 6.6 eV